<A>
Density functional theory data (ωB97M-V with the def2-TZVPD basis set) for an isolated ion of composition C3H10NSi and charge +1.

Total charge = +1
HOMO level = -14.5 eV
SMILES = C=C[C@@H]([NH3+])[SiH3]

Geometry (Å):
C -2.33898 0.24516 0.15177
C -1.21572 0.41635 -0.52937
C 0.14981 0.12916 0.34542
N 0.44058 -1.38212 0.03928
Si 1.75845 1.17205 -0.24145
H -3.28897 0.12219 -0.32359
H -2.43091 -0.16208 1.14960
H -1.13542 0.76692 -1.55273
H 0.17269 0.18782 1.41088
H 0.79293 -1.67848 -0.86268
H -0.45006 -1.79645 0.08972
H 0.97413 -1.78670 0.91458
H 1.89340 2.53735 0.40836
H 2.51734 0.26549 0.63740
H 2.16072 0.96335 -1.63720

Atom charges from the Löwdin analysis, given in e for atoms 1 to 2: number 1, C, carries 0.0190; number 2, C, carries -0.1377

<B>
Density functional theory data (ωB97M-V with the def2-TZVPD basis set) for a 2-piece molecular cluster, C3H10NSi overall.

Total charge = +1
HOMO level (spin up / spin down) = -12.9 / -9.8 eV

Geometry (Å):
C 0.62862 1.24988 -0.11281
C 1.00753 -0.01189 -0.42617
C 0.60677 -0.81734 -1.46807
N 1.14156 -2.22489 -1.60305
Si -2.35137 1.77084 2.37878
H -0.20356 1.72124 -0.53847
H 1.15501 1.68248 0.61007
H 1.63289 -0.58129 0.31874
H -0.22277 -0.49970 -2.05570
H 0.73283 -2.68303 -2.39443
H 1.02010 -2.79001 -0.68197
H 2.12985 -2.10575 -1.61764
H -1.94372 0.70510 1.52220
H -3.20624 3.09153 2.10667
H -2.12750 1.49282 3.96186

Atom charges from the Löwdin analysis, given in e for atoms 1 to 2: number 1, C, carries 0.0806; number 2, C, carries -0.1808

Relative energies in kJ/mol: <A> 0.0; <B> 311.4

<A>
Density functional theory data (ωB97M-V with the def2-TZVPD basis set) for one molecule with the formula C4H9FN2O.

HOMO level = -9.3 eV
SMILES = [H]/N=C/N(C)OCCF

Geometry (Å):
H -2.48221 -2.83866 -0.31698
N -1.50602 -2.64187 -0.00361
C -1.33131 -1.40932 0.19346
N -0.06020 -0.99536 0.38024
C 0.96919 -2.08618 -0.13610
O 0.10528 0.32567 -0.38797
C 0.98422 1.08646 0.42105
C 0.94882 2.52746 -0.05050
F -0.45502 2.73770 -0.33554
H -2.02509 -0.54275 0.34280
H 2.06255 -1.92003 0.18686
H 0.43326 -3.05199 0.10398
H 0.93788 -1.93164 -1.18536
H 0.82558 1.24057 1.63642
H 2.16096 0.72120 0.32159
H 1.28360 3.10755 0.77595
H 1.59438 2.72109 -0.94548

Atom charges from the Löwdin analysis, given in e for atoms 1 to 2: number 1, H, carries 0.0742; number 2, N, carries 0.0699

<B>
Density functional theory data (ωB97M-V with the def2-TZVPD basis set) for C4H9FN2O as an isolated structure.

HOMO level = -9.3 eV

Geometry (Å):
C 1.41170 -1.09905 -0.04562
C 0.51896 -0.49028 -1.08414
C 0.31705 1.07541 -1.03414
C -1.67884 0.18777 1.59009
H 2.34070 -0.52086 0.08761
H 1.44233 -2.06652 -0.61023
H 0.91267 -1.54703 0.91582
H -0.42299 -1.12552 -1.05985
H 1.34964 1.63990 -0.96005
H -0.21741 1.41182 -1.96381
H -2.22341 1.04583 -0.45783
H -2.78390 0.11795 1.72574
H 0.10599 -0.01946 2.18113
N -1.34668 0.60320 0.36249
N -0.85829 -0.16154 2.45780
O -0.18970 1.41812 0.23893
F 1.32220 -0.46972 -2.34394

Atom charges from the Löwdin analysis, given in e for atoms 1 to 2: number 1, C, carries -0.0599; number 2, C, carries -0.3193

<C>
Density functional theory data (ωB97M-V with the def2-TZVPD basis set) for one molecule with the formula C4H9FN2O.

HOMO level = -9.2 eV
SMILES = [H]/N=C/N(C)OCCF

Geometry (Å):
H -1.80960 3.03253 -1.10083
N -2.04899 2.31712 -0.45601
C -1.02835 1.55570 -0.58644
N -0.91292 0.40171 0.14766
C -2.17976 -0.25963 0.60275
O 0.06547 -0.55155 -0.26185
C 0.93734 -0.72362 0.85379
C 1.92829 -1.62830 0.11187
F 2.92207 -0.68682 -0.46867
H -0.19835 1.57884 -1.41131
H -1.80620 -1.09403 1.30665
H -2.87221 0.39633 1.13584
H -2.90455 -0.68436 -0.24343
H 1.32179 0.30297 1.26493
H 0.38149 -1.07635 1.77268
H 2.48266 -2.52513 0.72124
H 1.37089 -2.03378 -0.86638

Atom charges from the Löwdin analysis, given in e for atoms 1 to 2: number 1, H, carries 0.0166; number 2, N, carries 0.0879

Relative energies in kJ/mol: <A> 33.5; <B> 50.9; <C> 0.0